No. 1
The following is a DFT calculation (wB97M-V/def2-TZVPD) of 7 unconnected molecules or ions with the total composition C24H60N10O8 in a non-equilibrium geometry.

**Electronic energy**: -2099.96934 Eh
**SMILES string**: CC1(C)CCCC(C)(C)N1O.CC1(C)CCCC(C)(C)N1O.NC(N)=O.NC(N)=O.NC(N)=O.NC(N)=O.OCCO
**Net charge**: 0

Positions of all 102 atoms, in Å:
C1 16.062 -12.560 13.141
C2 14.614 -12.945 13.175
C3 13.691 -11.864 13.652
C4 13.497 -10.769 12.658
C5 13.074 -11.354 11.304
C6 13.974 -12.421 10.753
N1 14.085 -13.421 11.829
O1 14.949 -14.452 11.356
C7 13.264 -13.116 9.607
C8 15.296 -11.867 10.183
C9 14.503 -14.106 14.186
H1 16.627 -13.356 12.598
H2 16.536 -12.655 14.099
H3 16.305 -11.506 12.753
H4 12.713 -12.333 13.772
H5 13.938 -11.464 14.610
H6 14.420 -10.230 12.488
H7 12.730 -10.083 13.002
H8 12.794 -10.585 10.623
H9 12.120 -11.899 11.420
H10 12.635 -13.868 9.973
H11 12.532 -12.478 9.056
H12 13.957 -13.528 8.883
H13 16.181 -12.494 10.342
H14 15.332 -11.676 9.046
H15 15.573 -10.920 10.608
H16 14.890 -13.737 15.158
H17 15.085 -14.969 13.876
H18 13.484 -14.414 14.380
H19 15.749 -14.059 11.065
C10 6.764 -18.935 9.059
C11 6.751 -17.987 10.253
C12 5.421 -17.273 10.267
C13 4.288 -18.102 10.881
C14 4.719 -18.646 12.334
C15 5.998 -19.496 12.235
N2 7.002 -18.616 11.599
O2 8.251 -19.200 11.489
C16 6.554 -19.848 13.564
C17 5.602 -20.781 11.482
C18 7.743 -16.959 9.862
H20 6.634 -18.375 8.106
H21 5.991 -19.606 9.077
H22 7.689 -19.543 9.095
H23 5.526 -16.379 10.868
H24 5.091 -16.889 9.307
H25 4.103 -18.973 10.325
H26 3.374 -17.520 11.001
H27 3.820 -19.208 12.715
H28 4.803 -17.792 13.015
H29 7.099 -19.101 14.111
H30 5.842 -20.157 14.290
H31 7.290 -20.660 13.367
H32 4.747 -20.697 10.794
H33 6.515 -21.239 10.963
H34 5.401 -21.512 12.266
H35 8.717 -17.389 9.567
H36 7.791 -16.191 10.583
H37 7.256 -16.499 8.982
H38 8.274 -20.122 11.188
C19 10.474 -21.944 10.800
O3 9.312 -21.981 11.235
N3 11.661 -21.739 11.441
N4 10.634 -22.306 9.463
H39 12.361 -21.355 10.781
H40 11.564 -21.456 12.401
H41 9.756 -22.543 9.014
H42 11.381 -21.904 8.899
C20 9.666 -16.510 13.495
O4 10.439 -15.583 13.556
N5 8.351 -16.322 13.615
N6 10.122 -17.813 13.215
H43 7.989 -15.446 13.862
H44 7.698 -17.085 13.429
H45 9.460 -18.455 12.747
H46 11.053 -17.724 12.725
C21 13.238 -19.616 8.799
O5 12.871 -20.814 8.825
N7 13.828 -18.994 9.836
N8 13.083 -18.972 7.585
H47 13.832 -19.503 10.734
H48 14.064 -18.048 9.910
H49 12.350 -19.293 7.023
H50 13.038 -17.951 7.736
C22 12.473 -16.216 10.533
O6 13.139 -16.448 9.559
N9 11.113 -15.846 10.330
N10 12.874 -16.142 11.805
H51 10.373 -15.638 11.000
H52 10.758 -15.936 9.419
H53 13.856 -15.912 11.880
H54 12.234 -15.723 12.416
C23 9.383 -11.120 14.672
C24 9.327 -12.616 14.366
O7 9.514 -12.706 12.955
O8 8.438 -10.581 13.772
H55 10.408 -10.719 14.458
H56 9.143 -11.082 15.738
H57 8.285 -12.967 14.629
H58 9.990 -13.275 14.937
H59 9.805 -13.621 12.843
H60 8.637 -10.896 12.878

Löwdin atomic charge list, values in e, 8 entries: atom 1 (C): -0.037, atom 2 (C): -0.504, atom 3 (C): -0.158, atom 4 (C): -0.163, atom 5 (C): -0.134, atom 6 (C): -0.517, atom 7 (N): -0.035, atom 8 (O): -0.062



No. 2
The following is a DFT calculation (wB97M-V/def2-TZVPD) of a molecular structure, C5H10O.

**Electronic energy**: -271.56416 Eh
**Relative energy (zero: lowest compared OMol25 entry of this formula, charge and spin)**: 118.3 kcal/mol
**Net charge**: 0

Positions of all 16 atoms, in Å:
C1 -1.134 0.296 1.510
C2 -0.923 0.517 0.031
C3 0.315 1.274 -0.491
C4 0.048 -0.139 -0.887
C5 1.238 -1.332 0.063
O1 -0.133 -0.675 -2.066
H1 -1.549 1.201 1.969
H2 -1.841 -0.522 1.685
H3 -0.202 0.058 2.033
H4 -1.841 0.720 -0.522
H5 0.198 2.014 -1.278
H6 1.074 1.511 0.250
H7 2.108 -1.745 -0.472
H8 0.694 -2.122 0.584
H9 1.627 -0.589 0.753
H10 0.690 -1.258 -1.129

Löwdin atomic charge list, values in e, 8 entries: atom 1 (C): -0.066, atom 2 (C): -0.240, atom 3 (C): -0.027, atom 4 (C): -0.538, atom 5 (C): 0.027, atom 6 (O): -0.090, atom 7 (H): 0.079, atom 8 (H): 0.080



No. 3
The following is a DFT calculation (wB97M-V/def2-TZVPD) of a molecular structure, C33H46CdP2Si in a non-equilibrium geometry.

**Electronic energy**: -2424.61066 Eh
**Relative energy (zero: lowest compared OMol25 entry of this formula, charge and spin)**: 144.2 kcal/mol
**Net charge**: 0

Positions of all 83 atoms, in Å:
P1 0.854 4.820 0.787
P2 0.168 3.266 -2.356
C1 1.346 5.358 -0.960
C2 0.361 5.067 -2.088
H1 2.361 4.940 -1.109
H2 1.479 6.446 -0.863
H3 -0.617 5.550 -1.912
H4 0.805 5.446 -3.015
C3 1.784 2.642 -2.797
H5 1.680 1.621 -3.172
H6 2.495 2.673 -1.973
H7 2.145 3.290 -3.602
C4 -0.839 3.227 -3.858
H8 -0.576 4.109 -4.458
H9 -1.913 3.241 -3.628
H10 -0.587 2.318 -4.417
C5 2.358 4.606 1.698
H11 2.186 4.009 2.608
H12 2.710 5.614 1.971
H13 3.109 4.119 1.056
C6 0.231 6.494 1.331
H14 -0.744 6.730 0.872
H15 0.975 7.236 1.016
H16 0.143 6.502 2.429
Cd1 2.033 0.051 0.012
C7 -2.128 3.810 -0.220
C8 -1.130 2.937 -0.932
C9 -0.064 2.230 0.047
C10 -0.231 2.464 1.540
C11 -0.555 3.950 1.791
C12 -1.893 4.262 1.257
C13 -3.035 3.284 1.715
C14 -3.301 2.867 0.290
C15 1.271 -1.260 1.624
H17 -2.503 4.627 -0.842
H18 -1.655 2.112 -1.455
H19 0.949 2.640 -0.196
H20 -0.104 1.154 -0.244
H21 -0.998 1.780 1.910
H22 0.676 2.138 2.067
H23 -0.401 4.254 2.826
H24 -2.193 5.309 1.445
H25 -3.872 3.813 2.173
H26 -2.694 2.474 2.409
H27 -3.096 1.815 0.116
H28 -4.306 3.140 -0.098
H29 1.142 -2.359 1.851
H30 0.369 -0.804 2.064
H31 2.108 -1.018 2.302
C16 0.063 -4.974 -4.186
C17 -0.655 -3.865 -3.727
C18 -0.473 -3.402 -2.421
C19 0.441 -4.042 -1.557
C20 1.131 -5.177 -2.018
C21 0.947 -5.640 -3.331
Si1 0.499 -3.504 0.261
C22 -1.201 -4.006 0.858
C23 -2.107 -3.111 1.467
C24 -3.355 -3.571 1.885
C25 -3.729 -4.904 1.691
C26 -2.837 -5.800 1.075
C27 -1.579 -5.344 0.663
C28 1.687 -4.640 1.140
C29 1.272 -5.354 2.286
C30 2.182 -6.143 2.999
C31 3.513 -6.216 2.593
C32 3.949 -5.497 1.468
C33 3.036 -4.717 0.744
H32 -0.065 -5.321 -5.212
H33 -1.365 -3.357 -4.387
H34 -1.056 -2.553 -2.053
H35 1.809 -5.716 -1.351
H36 1.496 -6.518 -3.674
H37 -1.814 -2.067 1.606
H38 -4.049 -2.875 2.374
H39 -4.707 -5.257 2.011
H40 -3.111 -6.840 0.918
H41 -0.891 -6.052 0.184
H42 0.236 -5.292 2.623
H43 1.833 -6.698 3.880
H44 4.222 -6.831 3.156
H45 4.992 -5.544 1.154
H46 3.381 -4.160 -0.132

Löwdin atomic charge list, values in e, 8 entries: atom 1 (P): 0.854, atom 2 (P): 0.963, atom 3 (C): -0.363, atom 4 (C): -0.334, atom 5 (H): 0.076, atom 6 (H): 0.064, atom 7 (H): 0.097, atom 8 (H): 0.086